Record 1
{
  "formula": "C45H64O39",
  "method": "ωB97M-V/def2-TZVPD",
  "species": ["C", "C", "O", "C", "O", "O", "H", "H", "H", "H", "C", "C", "O", "C", "O", "O", "H", "H", "H", "H", "C", "C", "O", "C", "O", "O", "H", "H", "H", "H", "C", "C", "O", "C", "O", "O", "H", "H", "H", "H", "C", "C", "O", "C", "O", "O", "H", "H", "H", "H", "C", "C", "O", "C", "O", "O", "H", "H", "H", "H", "C", "C", "O", "C", "O", "O", "H", "H", "H", "H", "C", "C", "C", "O", "C", "O", "O", "H", "H", "H", "H", "H", "H", "C", "C", "C", "O", "C", "O", "O", "H", "H", "H", "H", "H", "H", "C", "C", "C", "O", "C", "O", "O", "H", "H", "H", "H", "H", "H", "C", "C", "C", "O", "C", "O", "O", "H", "H", "H", "H", "H", "H", "C", "C", "C", "O", "C", "O", "O", "H", "H", "H", "H", "H", "H", "C", "C", "C", "O", "C", "O", "O", "H", "H", "H", "H", "H", "H"],
  "xyz": [[-3.12, 1.32, -4.24], [-4.18, 0.40, -3.73], [-4.48, -0.53, -4.67], [-3.82, -0.25, -5.81], [-3.78, -0.82, -6.90], [-3.11, 0.89, -5.59], [-2.11, 1.18, -3.85], [-3.20, 2.40, -4.13], [-5.05, 1.02, -3.50], [-3.78, 0.01, -2.80], [3.26, -1.46, 3.79], [1.79, -1.97, 4.02], [1.70, -2.14, 5.42], [2.91, -1.99, 6.02], [3.20, -2.16, 7.17], [3.77, -1.58, 5.14], [3.24, -0.46, 3.36], [3.77, -2.21, 3.19], [1.70, -2.96, 3.59], [1.11, -1.23, 3.61], [-7.48, 1.93, -0.82], [-6.88, 0.68, -0.21], [-7.90, 0.36, 0.66], [-8.67, 1.35, 0.97], [-9.42, 1.41, 1.97], [-8.39, 2.35, 0.22], [-7.84, 1.82, -1.84], [-6.68, 2.67, -0.74], [-5.98, 0.65, 0.40], [-6.68, -0.04, -1.00], [-0.07, 2.97, -3.72], [0.76, 4.10, -3.09], [2.01, 3.94, -3.69], [1.92, 3.11, -4.75], [2.89, 2.87, -5.40], [0.81, 2.37, -4.69], [-0.84, 3.32, -4.42], [-0.58, 2.35, -2.99], [0.89, 4.08, -2.01], [0.23, 5.02, -3.34], [-0.58, -6.80, 0.19], [0.89, -7.05, -0.30], [1.55, -5.90, 0.36], [0.76, -4.98, 0.75], [1.15, -3.90, 1.15], [-0.47, -5.54, 0.89], [-0.92, -7.65, 0.78], [-1.27, -6.80, -0.65], [0.73, -7.01, -1.38], [1.34, -7.99, 0.00], [6.29, -2.65, 0.88], [7.20, -1.58, 0.30], [6.31, -0.43, 0.40], [5.06, -0.74, 0.78], [4.06, -0.01, 0.74], [5.08, -2.01, 1.15], [6.72, -2.98, 1.82], [6.13, -3.49, 0.21], [7.44, -1.70, -0.76], [8.11, -1.30, 0.84], [-4.35, 0.44, 3.38], [-5.27, -0.79, 3.11], [-4.37, -1.79, 3.01], [-3.16, -1.41, 3.56], [-2.27, -2.21, 3.59], [-3.16, -0.14, 3.97], [-4.79, 1.20, 4.02], [-4.13, 0.99, 2.47], [-5.86, -0.68, 2.19], [-6.02, -1.02, 3.87], [-1.85, -3.08, -3.27], [-2.84, -3.54, -2.16], [-2.76, -2.51, -1.01], [-4.10, -1.98, -0.96], [-4.86, -2.40, -2.02], [-5.98, -2.07, -2.25], [-4.21, -3.38, -2.64], [-0.88, -3.35, -2.85], [-1.85, -2.02, -3.53], [-2.06, -3.71, -4.13], [-2.86, -4.55, -1.75], [-2.24, -1.60, -1.29], [-2.38, -2.94, -0.09], [2.52, -3.44, -2.06], [2.00, -3.84, -3.39], [3.07, -4.07, -4.50], [2.47, -5.15, -5.19], [1.61, -5.81, -4.36], [1.27, -7.00, -4.44], [1.24, -5.04, -3.36], [2.89, -2.43, -1.93], [3.38, -4.09, -1.88], [1.73, -3.68, -1.35], [1.41, -2.99, -3.73], [4.08, -4.29, -4.16], [3.29, -3.22, -5.15], [4.18, 3.94, 0.59], [3.81, 3.75, -0.89], [4.94, 3.37, -1.80], [4.76, 2.01, -2.12], [3.59, 1.61, -1.82], [3.04, 0.61, -2.14], [2.98, 2.59, -1.05], [4.74, 4.85, 0.83], [4.75, 3.08, 0.94], [3.29, 4.07, 1.19], [3.33, 4.64, -1.31], [5.91, 3.40, -1.30], [5.13, 4.04, -2.64], [0.49, -0.99, 0.75], [-0.12, 0.39, 0.58], [0.00, 0.84, -0.89], [-1.33, 1.26, -1.27], [-2.18, 1.06, -0.29], [-3.33, 1.20, -0.25], [-1.53, 0.52, 0.78], [0.19, -1.41, 1.71], [1.58, -0.90, 0.74], [0.14, -1.73, 0.02], [0.30, 1.04, 1.35], [0.46, 0.11, -1.55], [0.58, 1.76, -1.03], [4.86, 3.24, 4.40], [3.78, 2.17, 4.42], [2.78, 2.24, 5.61], [1.63, 2.81, 5.13], [1.62, 2.74, 3.78], [0.66, 3.02, 3.08], [2.81, 2.32, 3.37], [5.60, 3.03, 3.61], [5.54, 3.26, 5.25], [4.70, 4.31, 4.41], [4.21, 1.17, 4.44], [3.26, 2.85, 6.37], [2.67, 1.26, 6.09], [-1.06, 4.58, 0.65], [-1.94, 4.57, 1.89], [-2.46, 5.92, 2.35], [-3.87, 5.76, 2.27], [-4.14, 4.44, 1.91], [-5.27, 4.04, 1.78], [-3.03, 3.72, 1.59], [-0.01, 4.42, 0.89], [-1.23, 5.48, 0.06], [-1.31, 3.72, 0.03], [-1.50, 4.28, 2.84], [-2.10, 6.76, 1.75], [-2.08, 6.11, 3.36]],
  "lowdin_charge": [-0.11, -0.17, 0.10, -0.50, 0.13, 0.06, 0.10, 0.13, 0.14, 0.12, -0.06, -0.10, 0.07, -0.60, 0.15, 0.06, 0.10, 0.12, 0.12, 0.12, -0.07, -0.13, 0.08, -0.61, 0.09, 0.10, 0.14, 0.13, 0.12, 0.12, -0.09, -0.12, 0.05, -0.57, 0.16, 0.09, 0.13, 0.09, 0.11, 0.13, -0.09, -0.03, 0.08, -0.61, 0.12, 0.06, 0.12, 0.12, 0.11, 0.13, -0.12, -0.06, 0.05, -0.52, 0.12, 0.05, 0.14, 0.14, 0.13, 0.13, -0.07, -0.15, 0.05, -0.55, 0.15, 0.08, 0.13, 0.11, 0.11, 0.13, 0.01, -0.23, -0.08, 0.04, -0.58, 0.16, 0.09, 0.07, 0.09, 0.10, 0.15, 0.11, 0.14, 0.00, -0.33, -0.08, 0.07, -0.52, 0.10, 0.09, 0.09, 0.09, 0.07, 0.15, 0.13, 0.14, -0.01, -0.29, -0.08, 0.13, -0.62, 0.15, 0.04, 0.09, 0.08, 0.07, 0.14, 0.13, 0.14, -0.02, -0.27, -0.04, 0.03, -0.64, 0.18, 0.08, 0.07, 0.09, 0.07, 0.14, 0.13, 0.11, -0.02, -0.26, -0.12, 0.10, -0.52, 0.13, 0.07, 0.08, 0.09, 0.09, 0.14, 0.14, 0.14, 0.00, -0.32, -0.11, 0.07, -0.50, 0.15, 0.08, 0.07, 0.09, 0.07, 0.14, 0.13, 0.13],
  "charge": 0,
  "e_homo_ev": -9.92,
  "lumo_energy_ev": -0.242,
  "gap_ev": 9.6796,
  "fmax_ha_per_bohr": 0.109,
  "relative_energy_kj_mol": 547.8
}

---

Record 2
{
  "formula": "C2H2ClNO",
  "method": "ωB97M-V/def2-TZVPD",
  "species": ["C", "C", "N", "O", "Cl", "H", "H"],
  "xyz": [[1.36, -0.07, -0.18], [-0.99, 0.58, 0.08], [0.31, 0.02, 0.56], [2.15, 0.27, -1.00], [-2.00, -1.02, 0.09], [-0.97, 0.72, -0.94], [0.15, -0.50, 1.39]],
  "lowdin_charge": [-0.15, -0.42, -0.08, 0.21, 0.36, -0.04, 0.12],
  "charge": 0,
  "e_homo_ev": -8.14,
  "lumo_energy_ev": -1.140,
  "gap_ev": 7.0019,
  "fmax_ha_per_bohr": 0.061,
  "relative_energy_kj_mol": 281.2
}

---

Record 3
{
  "formula": "C9H19BEuFO6PSi",
  "method": "ωB97M-V/def2-TZVPD",
  "species": ["C", "B", "P", "O", "O", "C", "C", "C", "O", "Si", "C", "C", "C", "C", "F", "C", "O", "O", "O", "H", "H", "H", "H", "H", "H", "H", "H", "H", "H", "H", "H", "H", "H", "H", "H", "H", "H", "H", "Eu"],
  "xyz": [[-3.08, -3.10, 1.83], [-2.03, -1.98, 1.32], [-0.20, -2.87, 1.17], [0.17, -3.47, -0.20], [-2.37, -1.27, 0.12], [-1.45, -0.24, 0.10], [-1.73, 0.73, -1.02], [-0.44, 1.31, -1.57], [0.53, 1.42, -0.56], [2.13, 1.44, -0.91], [3.00, 0.81, 0.60], [2.69, 3.14, -1.37], [2.55, 0.24, -2.35], [-1.41, 0.22, 1.55], [-0.18, 0.68, 1.99], [-2.41, 1.36, 1.87], [-3.25, 1.19, 2.68], [-2.26, 2.44, 1.22], [-1.71, -0.89, 2.28], [-3.96, -3.08, 1.21], [-2.65, -4.09, 1.82], [-3.36, -2.85, 2.84], [0.01, -3.80, 2.20], [0.82, -1.92, 1.45], [-0.52, -0.77, -0.21], [-2.28, 0.20, -1.78], [-2.38, 1.52, -0.68], [-0.22, 0.54, -2.32], [-0.59, 2.28, -2.01], [2.33, 0.15, 1.12], [3.91, 0.29, 0.36], [3.16, 1.63, 1.27], [3.76, 3.22, -1.42], [2.23, 3.45, -2.29], [2.34, 3.81, -0.60], [1.75, -0.42, -2.65], [3.39, -0.36, -2.04], [2.88, 0.79, -3.21], [0.85, -1.75, -1.81]],
  "lowdin_spin": [0.00, 0.00, 0.00, -0.02, 0.00, 0.00, 0.00, 0.00, 0.00, 0.00, 0.00, 0.00, 0.00, 0.00, 0.00, 0.00, 0.00, 0.00, 0.00, 0.00, 0.00, 0.00, 0.00, 0.00, 0.00, 0.00, 0.00, 0.00, 0.00, 0.00, 0.00, 0.00, 0.00, 0.00, 0.00, 0.00, 0.00, 0.00, 7.04],
  "spin_multiplicity": 8,
  "charge": 0,
  "e_homo_ev": [-6.42, -6.42],
  "lumo_energy_ev": [-2.735, -2.638],
  "gap_ev": [3.6825, 3.7823],
  "s2": 15.76,
  "fmax_ha_per_bohr": 0.105
}

---

Record 4
{
  "formula": "C9H11NO2Pd",
  "method": "ωB97M-V/def2-TZVPD",
  "species": ["C", "C", "C", "C", "C", "C", "C", "N", "C", "O", "O", "C", "H", "H", "H", "H", "H", "H", "H", "H", "H", "H", "H", "Pd"],
  "xyz": [[3.70, -0.61, 0.79], [2.19, -0.11, 0.28], [2.03, 1.54, 0.07], [0.59, 2.09, -0.48], [-0.64, 1.02, -0.80], [-0.54, -0.61, -0.56], [-1.77, -1.68, -0.83], [-2.67, -1.70, 0.38], [-3.41, -0.40, 0.60], [-3.65, -0.06, 1.89], [-3.92, 0.51, -0.44], [0.94, -1.17, -0.01], [3.63, -1.55, 1.48], [4.21, 0.31, 1.30], [4.29, -0.86, -0.20], [2.90, 2.28, 0.31], [0.42, 3.24, -0.67], [-1.64, 1.50, -1.23], [-2.32, -1.52, -1.86], [-1.26, -2.76, -0.90], [-3.36, -2.49, 0.37], [-3.61, 1.43, -0.14], [1.12, -2.32, 0.17], [2.78, 3.93, 0.48]],
  "lowdin_charge": [-0.03, 0.00, 0.10, 0.01, 0.14, 0.06, -0.14, 0.03, -0.31, 0.02, 0.01, 0.11, 0.13, 0.11, 0.15, 0.00, 0.12, 0.14, 0.16, 0.16, 0.16, 0.14, 0.15, 0.60],
  "charge": 2,
  "e_homo_ev": -16.12,
  "lumo_energy_ev": -12.786,
  "gap_ev": 3.3352,
  "fmax_ha_per_bohr": 0.178
}

---

Record 5
{
  "formula": "C3H6ClN2O2",
  "method": "ωB97M-V/def2-TZVPD",
  "species": ["C", "C", "C", "N", "N", "O", "O", "Cl", "H", "H", "H", "H", "H", "H"],
  "xyz": [[0.45, -2.52, -0.07], [-1.09, 1.10, 0.09], [1.36, 0.54, -0.42], [0.15, 0.87, -0.08], [2.45, 0.64, 0.40], [1.46, -1.94, -0.11], [-0.54, -3.05, -0.06], [-4.02, -0.27, 0.24], [-1.43, 2.03, -0.08], [-1.81, 0.31, 0.45], [1.36, 0.33, -1.47], [-4.17, 0.82, -0.50], [3.33, 0.09, 0.25], [2.51, 1.05, 1.37]],
  "lowdin_charge": [-0.41, 0.12, -0.14, 0.11, 0.14, 0.17, 0.28, 0.34, 0.07, 0.02, 0.16, -0.16, 0.15, 0.16],
  "charge": 1,
  "e_homo_ev": -14.80,
  "lumo_energy_ev": -4.510,
  "gap_ev": 10.2862,
  "fmax_ha_per_bohr": 0.091,
  "relative_energy_kj_mol": 15.3
}